Record 1
30
Properties=species:S:1:pos:R:3:forces:R:3:lowdin_charge:R:1 method="wB97M-V/def2-TZVPD" smiles=CNCCC[C@H](C)N.O.O e_lumo_ha=0.021 spin_multiplicity=1 fmax_ev_per_a=5.04 energy_ha=-500.47616 molar_mass_g_mol=152.2
C -0.52746 -0.99177 -2.84763 1.203 0.290 -0.063 -0.14
N -0.83678 -0.56340 -1.50146 -0.990 2.390 -1.037 -0.15
C -1.12334 0.90250 -1.33562 2.369 -2.020 3.966 -0.15
C 0.33171 1.58923 -0.96674 -1.960 -1.658 2.816 -0.13
C 1.42284 0.72538 -0.18563 -2.078 -2.002 -2.119 -0.17
C 0.81233 0.28566 1.13492 -0.005 0.283 3.004 -0.42
C 1.74849 0.81644 2.28613 -0.776 2.908 -3.782 -0.06
N 0.65509 -1.22768 1.33407 2.476 0.115 0.531 0.00
H 0.23873 -0.40578 -3.53963 -0.578 -0.988 1.991 0.11
H -0.29822 -2.07808 -2.82734 -0.183 0.763 -0.407 0.08
H -1.42857 -0.73953 -3.32211 -1.356 -0.550 -1.621 0.04
H -0.69275 -1.13005 -0.70600 0.747 -0.124 0.578 0.03
H -1.79240 1.08602 -0.41185 0.617 -0.448 -1.694 0.11
H -1.54952 1.33024 -2.22366 -0.153 0.136 -0.346 0.09
H 0.13253 2.45194 -0.29353 0.251 -0.078 -0.810 0.10
H 0.59486 1.83993 -1.90373 1.884 1.530 -2.928 0.04
H 2.37496 1.20594 -0.27314 0.410 1.066 1.143 0.10
H 1.75940 -0.25298 -0.63051 -1.048 0.698 -0.502 0.12
H -0.24065 0.76392 1.25948 1.833 -1.273 -0.289 0.11
H 2.75031 0.48998 2.09692 0.616 -0.402 0.085 0.07
H 1.43735 0.68377 3.25039 -0.875 -0.780 2.476 0.03
H 1.75193 1.94820 2.10550 0.266 -1.269 0.480 0.11
H 0.22342 -1.41109 2.24494 -0.412 0.551 -0.273 0.07
H 1.66084 -1.54672 1.62719 -2.065 0.530 -1.239 0.12
O -0.49929 -3.80421 -0.42949 -1.348 2.771 0.862 -0.12
H -0.33288 -3.32752 0.43085 0.417 -0.989 -0.896 0.02
H -1.11030 -3.07397 -0.77059 0.923 -1.764 -0.059 0.04
O -1.62194 2.62756 2.00765 -3.924 1.665 2.172 -0.02
H -0.94196 2.18811 1.61935 2.949 -1.966 -1.669 -0.09
H -2.28267 1.96386 2.30139 0.791 0.614 -0.370 0.07


Record 2
140
Properties=species:S:1:pos:R:3:forces:R:3:lowdin_charge:R:1 method="wB97M-V/def2-TZVPD" e_lumo_ha=0.022 spin_multiplicity=1 fmax_ev_per_a=0.23 energy_ha=-2898.18217 molar_mass_g_mol=924.9
In 0.22179 0.01680 0.26903 -0.067 -0.002 -0.053 0.85
C -2.66529 2.47320 1.33764 -0.033 0.019 -0.039 -0.03
C -3.02567 1.89067 -0.03566 -0.032 0.039 -0.003 -0.36
C -4.35181 2.46504 -0.52142 -0.032 -0.004 -0.035 -0.06
C -1.90881 2.21265 -0.98110 0.000 -0.091 -0.009 -0.22
C -1.87817 3.27527 -1.88410 0.006 0.020 -0.037 0.05
C -0.58210 3.35030 -2.35826 0.004 -0.115 -0.061 -0.18
C -0.18355 4.23923 -3.52061 0.013 -0.007 0.006 -0.34
C -0.75367 5.64946 -3.34485 -0.007 0.013 0.019 -0.06
C 1.27971 4.30864 -3.94161 -0.022 -0.017 0.003 -0.06
N 0.12965 2.35923 -1.76495 -0.051 0.163 0.077 0.04
N -0.70812 1.63337 -0.95802 0.051 0.110 0.027 0.06
B 1.59627 2.39512 -1.23950 -0.091 -0.021 -0.026 -0.50
N 1.54946 2.72716 0.30367 -0.023 -0.056 0.024 0.07
N 1.09500 1.79427 1.19798 0.025 -0.034 -0.003 0.05
C 1.41765 2.18960 2.42606 0.058 -0.030 -0.004 -0.23
C 2.08982 3.40914 2.33642 -0.027 0.014 -0.020 0.05
C 2.16469 3.70875 0.98884 0.021 -0.031 0.023 -0.19
C 2.82488 4.93080 0.41400 0.007 -0.004 -0.014 -0.34
C 4.11091 4.62181 -0.35872 0.015 -0.005 -0.012 -0.05
C 1.84267 5.79135 -0.37933 0.003 0.012 0.012 -0.05
C 1.10619 1.41790 3.68273 0.006 -0.009 -0.039 -0.35
C 0.64414 -0.01202 3.42909 -0.012 0.015 -0.006 -0.07
C 2.32822 1.42312 4.60356 0.014 0.009 0.015 -0.06
N 2.29111 1.00471 -1.34844 0.050 -0.047 0.014 0.01
N 3.27368 0.88848 -0.39009 0.034 0.009 0.002 0.14
C 4.12232 -0.01641 -0.80545 0.029 0.018 0.020 -0.28
C 3.73744 -0.50752 -2.06971 -0.052 -0.009 0.007 0.01
C 2.58019 0.14942 -2.39291 0.007 -0.005 -0.044 -0.20
C 1.84128 -0.14212 -3.68195 -0.016 0.024 0.018 -0.34
C 2.52220 0.56701 -4.85998 -0.007 -0.011 0.019 -0.05
C 0.32754 0.04925 -3.71312 0.029 -0.019 0.016 -0.05
C 5.30345 -0.41635 0.03141 -0.014 -0.004 -0.009 -0.37
C 6.60896 -0.04478 -0.67408 0.010 0.018 -0.002 -0.06
C 5.23328 0.18146 1.43135 -0.005 -0.006 -0.001 -0.07
H -3.49433 2.34144 2.03355 -0.005 -0.005 0.006 0.07
H -2.45680 3.54355 1.25477 -0.006 -0.016 -0.001 0.09
H -1.78796 1.98274 1.75702 0.044 -0.027 0.015 0.06
H -3.11925 0.81587 0.06897 -0.003 -0.035 -0.006 0.09
H -4.33641 3.55807 -0.51169 -0.011 -0.011 0.007 0.08
H -5.15627 2.13736 0.13837 -0.001 0.007 -0.009 0.07
H -4.59065 2.13634 -1.53490 0.003 -0.011 0.027 0.08
H -2.71021 3.89523 -2.17065 0.042 -0.024 0.015 0.11
H -0.71456 3.78288 -4.36498 -0.012 0.020 -0.018 0.14
H -0.31750 6.13864 -2.47282 0.014 0.003 0.009 0.08
H -1.83607 5.64240 -3.22019 0.030 0.009 -0.001 0.07
H -0.52196 6.25362 -4.22316 -0.006 -0.008 0.002 0.08
H 1.89693 4.85621 -3.23273 0.007 0.019 0.027 0.07
H 1.33389 4.82927 -4.89965 0.003 -0.012 0.006 0.09
H 1.70782 3.31962 -4.07219 0.038 -0.036 0.015 0.05
H 2.19403 3.24692 -1.80168 0.018 0.031 -0.003 0.09
H 2.48106 4.00717 3.14178 -0.011 0.001 -0.007 0.11
H 3.12219 5.50712 1.29439 0.001 0.004 0.007 0.13
H 3.91033 4.14163 -1.31480 0.004 0.008 0.022 0.06
H 4.75509 3.95605 0.21741 0.001 0.008 -0.004 0.08
H 4.65447 5.54948 -0.54902 -0.004 -0.004 -0.001 0.08
H 1.41602 5.22757 -1.20497 -0.018 -0.005 -0.036 0.04
H 2.34503 6.67083 -0.78770 -0.001 -0.007 0.012 0.09
H 1.02029 6.12711 0.25505 0.003 -0.003 -0.005 0.09
H 0.29687 1.95136 4.19399 -0.004 0.007 -0.007 0.15
H 1.39132 -0.57481 2.86020 0.006 -0.002 -0.014 0.07
H -0.31792 -0.06230 2.91606 -0.016 -0.011 -0.036 0.04
H 0.51036 -0.53236 4.37894 0.003 0.009 0.002 0.09
H 3.16543 0.91043 4.12476 -0.005 0.002 0.001 0.08
H 2.09656 0.90657 5.53611 0.005 0.003 -0.005 0.08
H 2.64958 2.43507 4.84913 0.000 -0.010 0.004 0.07
H 4.20284 -1.28648 -2.65347 -0.003 0.022 0.004 0.12
H 2.00991 -1.21411 -3.82079 -0.009 -0.005 -0.023 0.13
H 2.60536 1.63826 -4.68115 -0.039 0.023 -0.014 0.06
H 1.95648 0.41506 -5.78171 0.011 -0.013 0.001 0.08
H 3.53306 0.18669 -5.00818 0.002 0.008 0.011 0.08
H 0.04416 1.09667 -3.77531 -0.007 0.025 -0.013 0.07
H -0.15828 -0.38416 -2.83576 -0.002 -0.002 -0.018 0.07
H -0.07122 -0.45578 -4.59500 -0.002 -0.014 0.012 0.08
H 5.27328 -1.50835 0.12822 0.031 0.064 -0.028 0.11
H 6.68206 1.03978 -0.78509 -0.004 -0.009 0.005 0.08
H 6.66307 -0.48681 -1.67027 0.002 0.002 0.002 0.07
H 7.47145 -0.38879 -0.10003 -0.003 0.001 -0.003 0.08
H 5.21796 1.27200 1.38764 0.012 -0.011 -0.006 0.07
H 6.09641 -0.13399 2.02093 -0.006 -0.002 0.004 0.08
H 4.32193 -0.13494 1.94076 -0.017 0.001 0.010 0.07
C -3.58517 -0.48618 3.72452 -0.006 -0.013 -0.029 -0.02
C -4.67617 -0.91759 2.74734 0.008 0.021 -0.012 -0.63
C -5.29378 -2.24196 3.18376 0.014 0.007 -0.019 -0.02
C -5.75676 0.15086 2.64644 -0.003 -0.006 -0.011 -0.02
O -4.14206 -1.06292 1.42458 -0.025 -0.063 0.054 -0.10
Si -2.71278 -1.71243 0.92426 0.018 -0.065 0.120 0.02
O -1.55736 -0.60959 0.99573 0.042 0.125 0.082 -0.29
O -2.35439 -2.97174 1.90719 -0.150 -0.077 -0.103 -0.09
C -1.93116 -4.32989 1.76152 0.058 0.049 0.077 -0.62
C -3.12117 -5.23509 2.05937 -0.002 0.026 0.012 -0.02
C -0.83185 -4.52806 2.79930 0.038 0.009 -0.011 -0.03
C -1.39232 -4.61713 0.36566 0.007 0.052 0.011 -0.03
O -2.93192 -2.20866 -0.61455 0.159 0.047 -0.112 -0.09
C -3.99484 -2.30234 -1.55788 -0.070 0.012 0.018 -0.64
C -3.39675 -2.94106 -2.80511 0.018 0.002 0.004 -0.02
C -4.51682 -0.90615 -1.87508 -0.053 0.030 0.044 -0.02
C -5.11511 -3.17470 -1.00052 0.051 -0.038 0.003 -0.02
H -4.01065 -0.31665 4.71586 -0.005 -0.006 -0.011 0.09
H -3.11426 0.43699 3.38322 0.001 -0.011 -0.001 0.07
H -2.81863 -1.25903 3.80495 0.007 0.003 -0.003 0.08
H -5.77628 -2.13657 4.15781 0.006 -0.001 -0.011 0.09
H -4.52439 -3.00863 3.25183 0.004 -0.010 -0.002 0.06
H -6.04352 -2.56203 2.45720 -0.002 0.006 0.014 0.09
H -6.26200 0.28174 3.60492 0.005 0.000 -0.001 0.09
H -6.49641 -0.13871 1.89786 0.002 0.000 0.007 0.09
H -5.32218 1.10575 2.35003 0.005 0.008 -0.009 0.06
H -3.48521 -5.07112 3.07472 0.004 0.001 -0.001 0.08
H -2.83951 -6.28523 1.95914 0.005 0.007 -0.003 0.09
H -3.93356 -5.02506 1.36139 -0.005 -0.005 0.011 0.08
H -1.20945 -4.28444 3.79387 -0.003 -0.002 -0.010 0.09
H 0.00717 -3.86511 2.57616 -0.006 -0.002 0.003 0.08
H -0.47789 -5.56138 2.80180 -0.002 0.001 0.004 0.09
H -2.18675 -4.57718 -0.37584 -0.023 0.005 -0.025 0.07
H -0.94587 -5.61306 0.34736 -0.007 0.001 0.000 0.09
H -0.62774 -3.88673 0.09233 -0.002 -0.029 0.007 0.08
H -2.57110 -2.33224 -3.17774 -0.008 -0.001 0.000 0.08
H -4.15046 -3.03220 -3.58908 0.001 0.009 -0.002 0.09
H -3.01466 -3.93683 -2.57593 0.018 0.006 0.008 0.08
H -3.69215 -0.25556 -2.17640 0.001 -0.023 -0.014 0.09
H -4.99930 -0.48257 -0.99287 0.044 0.048 0.008 0.08
H -5.24919 -0.94134 -2.68476 0.021 -0.013 0.003 0.09
H -4.73207 -4.16897 -0.76025 -0.007 0.004 -0.014 0.08
H -5.91310 -3.28320 -1.73776 -0.009 0.006 0.025 0.09
H -5.52604 -2.73025 -0.09411 -0.007 0.019 0.006 0.08
C 3.79401 -3.91322 1.40170 0.024 -0.006 0.038 -0.04
C 2.91140 -3.91697 0.14539 0.148 0.092 0.087 -0.61
C 3.79659 -3.92217 -1.10764 0.008 0.009 -0.017 -0.04
C 2.03697 -5.17399 0.14882 0.003 0.016 -0.016 -0.05
C 2.08319 -2.69677 0.15098 -0.113 -0.118 -0.155 -0.11
C 1.41571 -1.68882 0.11059 -0.121 -0.007 0.073 -0.04
H 4.44194 -4.79294 1.40284 -0.001 0.003 0.004 0.09
H 3.17834 -3.93589 2.30250 0.006 0.004 -0.007 0.09
H 4.41955 -3.01939 1.43998 -0.033 -0.041 0.002 0.07
H 4.39873 -4.83338 -1.12902 -0.001 -0.001 0.002 0.09
H 4.46623 -3.06203 -1.11692 -0.032 -0.054 -0.002 0.06
H 3.18416 -3.88692 -2.01036 0.011 -0.001 0.008 0.09
H 2.67761 -6.05899 0.13640 -0.004 0.003 -0.004 0.09
H 1.38673 -5.20265 -0.72617 0.009 0.004 0.004 0.09
H 1.41335 -5.21167 1.04055 -0.022 0.002 0.013 0.06